Record 1
ORCA calculation (wB97M-V/def2-TZVPD) on a structure of composition C19H13Cl5INO7Re at a distorted geometry.

Each line ends with the Löwdin spin population.
Element x y z (Å)
Re 0.07960 0.18440 0.21470  0.83
O -0.11270 0.47520 -2.00390  0.01
C -1.38120 1.05620 -2.24050  0.00
C -2.47720 0.38380 -1.39760  0.00
N -2.18380 0.56130 0.03110  0.00
C -2.47500 1.90730 0.50910  0.00
C -1.17840 2.73840 0.85460  0.00
O -1.32060 3.86980 1.24300  0.01
O -0.07480 2.12790 0.65840  0.03
C -2.70070 -0.48520 0.90980  0.00
C -1.80830 -0.65650 2.19130  0.00
O -2.29180 -1.15890 3.17350  0.01
O -0.59120 -0.26810 2.06690  0.03
H -0.12690 -0.50660 -2.35370  0.00
H -1.29160 2.11430 -1.97410  0.00
H -1.61970 0.97370 -3.30570  0.00
H -3.45860 0.79380 -1.67300  0.00
H -2.47700 -0.68730 -1.62390  0.00
H -3.01730 2.49770 -0.23650  0.00
H -3.06970 1.88560 1.42510  0.00
H -3.73770 -0.32200 1.22420  0.00
H -2.64520 -1.45100 0.39770  0.00
Cl 1.92880 -1.88630 2.07740  0.00
C 2.86130 -0.87610 1.07050  0.01
C 2.18680 0.10410 0.32710  -0.01
C 2.99260 0.95550 -0.44090  0.01
Cl 2.23060 2.20020 -1.32830  0.01
C 4.37430 0.81490 -0.52030  0.00
Cl 5.29630 1.86260 -1.50530  0.00
C 5.00480 -0.20620 0.19570  0.02
Cl 6.68520 -0.43380 0.05580  0.01
C 4.24140 -1.04990 1.00530  0.00
Cl 5.00160 -2.30570 1.87440  0.00
I -1.15360 -8.75030 -0.51030  0.00
C -0.84940 -6.67720 -0.75940  0.00
C -0.77570 -5.85840 0.35590  0.00
C -0.55790 -4.50690 0.18140  0.00
C -0.43430 -3.97980 -1.10200  0.00
C -0.51220 -4.81560 -2.21360  0.00
C -0.71880 -6.16990 -2.04270  0.00
C -0.24280 -2.52130 -1.28170  0.01
O -0.28140 -2.01510 -2.41880  0.00
O -0.09140 -1.83760 -0.21360  0.02
H -0.88300 -6.27390 1.34610  0.00
H -0.48650 -3.85140 1.03560  0.00
H -0.40780 -4.38700 -3.19840  0.00
H -0.77660 -6.82720 -2.89710  0.00

**Orbital gap (alpha / beta)**: 0.2352 / 0.2406 hartree
**Multiplicity**: 2
**Charge**: 0
**M**: 857.69 g/mol
**Relative energy (zero: lowest compared OMol25 entry of this formula, charge and spin)**: 81.4 kJ/mol
**<S²>**: 0.757

=====

Record 2
ORCA calculation (wB97M-V/def2-TZVPD) on a structure of composition C19H13F6N6O4RbS4 at a distorted geometry.

Each line ends with the Mulliken charge.
Element x y z (Å)
Rb -0.27410 0.34122 -0.35813  1.07
F -5.26045 2.41329 0.50723  -0.21
C -4.55737 1.55979 1.23631  0.52
F -4.18875 2.14976 2.37038  -0.22
F -5.30246 0.49906 1.51860  -0.20
S -3.07499 1.00821 0.31032  0.92
O -2.38540 0.14513 1.23537  -0.72
O -3.53414 0.43308 -0.92522  -0.59
N -2.26577 2.35143 0.11801  -0.55
S -1.93646 2.83959 -1.36124  1.12
O -3.01391 3.45162 -2.07050  -0.59
O -1.08506 1.90315 -2.06355  -0.71
C -0.79308 4.19393 -0.88117  0.68
F -1.43423 5.15259 -0.23174  -0.22
F 0.18760 3.71939 -0.10377  -0.17
F -0.25062 4.69483 -1.98324  -0.22
N 4.74774 0.81948 -0.13576  0.06
C 4.81470 0.15981 -1.34934  0.44
C 5.85707 -0.07868 -2.23917  -1.21
C 5.54381 -0.79623 -3.37722  -0.40
C 4.24069 -1.26210 -3.61988  -0.62
C 3.21405 -1.01977 -2.73023  -0.75
C 3.51232 -0.29263 -1.57831  0.70
N 2.68313 0.08979 -0.53007  -0.03
C 3.45224 0.74168 0.29526  0.36
C 2.98211 1.34659 1.54593  -0.38
C 3.70778 2.09893 2.41577  -0.46
S 2.71681 2.62667 3.69838  -0.14
C 1.39216 1.78552 3.00126  -0.29
N 1.66250 1.16805 1.89450  0.14
H 5.50452 1.28055 0.33551  0.19
H 6.86370 0.27579 -2.05512  0.39
H 6.32226 -1.00617 -4.09929  0.37
H 4.04470 -1.82281 -4.52441  0.41
H 2.20883 -1.38157 -2.90562  0.47
H 4.74793 2.38339 2.36716  0.32
H 0.41290 1.79774 3.46305  0.45
N 1.35909 -3.47306 1.21625  -0.45
C 0.39025 -3.68588 0.27873  0.43
N -0.21199 -2.74052 -0.35337  0.02
C -1.10623 -3.26474 -1.28517  -0.20
C -1.92483 -2.51472 -2.12305  -0.07
C -2.77256 -3.17019 -2.99861  -0.88
C -2.81746 -4.56386 -3.04680  -0.44
C -2.01359 -5.32607 -2.21283  -0.52
C -1.16475 -4.66120 -1.33978  0.83
S -0.04963 -5.32597 -0.17521  -0.32
H 1.44138 -2.52785 1.55300  0.17
H 1.56096 -4.20409 1.87374  0.25
H -1.91395 -1.43383 -2.06822  0.09
H -3.41787 -2.58958 -3.64549  0.43
H -3.49081 -5.05656 -3.73640  0.37
H -2.04975 -6.40794 -2.24147  0.39

**Orbital gap**: 0.3037 hartree
**Multiplicity**: 1
**Charge**: 0
**M**: 717.08 g/mol
**Relative energy (zero: lowest compared OMol25 entry of this formula, charge and spin)**: 70.1 kJ/mol

=====

Record 3
ORCA calculation (wB97M-V/def2-TZVPD) on a structure of composition C19H13N2O2RuS5.

Each line ends with the Mulliken charge.
Element x y z (Å)
Ru 1.50011 -0.64042 -1.09801  -0.12
C 0.94031 -4.82116 -1.48915  -0.71
C -0.43798 -4.89646 -1.34070  -0.70
C -1.20316 -3.75924 -1.09337  -0.69
C -0.58020 -2.52773 -0.99511  0.06
C 0.81415 -2.45803 -1.15782  0.50
C 1.57971 -3.59225 -1.39171  -0.39
C -1.27143 -1.24550 -0.75881  1.77
C -2.63746 -1.11834 -0.47529  -0.49
C -3.15761 0.12809 -0.26718  -0.98
C -2.34033 1.26965 -0.39084  1.20
C -2.84045 2.58302 -0.22664  -0.82
C -2.01448 3.65727 -0.38153  -0.74
C -0.65529 3.46178 -0.71096  -0.62
C -0.13712 2.20491 -0.85479  -0.96
C -0.97358 1.08155 -0.68712  0.48
N -0.47364 -0.18605 -0.82220  -0.14
H 1.51709 -5.71649 -1.67554  0.43
H -0.93052 -5.85647 -1.41789  0.42
H -2.27585 -3.85410 -0.99162  0.40
H 2.65576 -3.52212 -1.49252  0.49
H -3.26005 -1.99745 -0.40623  0.39
H -4.20508 0.25268 -0.02326  0.49
H -3.88756 2.71452 0.01374  0.44
H -2.39614 4.66166 -0.26133  0.43
H -0.01158 4.32099 -0.84844  0.46
H 0.90502 2.07724 -1.11621  0.59
C 3.65194 2.43807 2.71973  -0.85
S 2.26976 2.97727 1.67760  0.08
C 1.03392 1.81023 2.13551  -0.01
C 1.00085 0.50310 1.81364  0.28
S 2.25321 -0.29728 0.88056  -0.26
S -0.39185 -0.39866 2.35054  -0.07
C -1.27489 0.94380 3.01830  0.07
S -2.78574 0.82484 3.60144  -0.10
S -0.33551 2.41482 3.00320  -0.03
H 4.40342 3.22116 2.63711  0.37
H 4.07096 1.49729 2.37281  0.28
H 3.33183 2.36436 3.75580  0.31
O 1.95025 0.40843 -2.67776  -0.36
N 3.15205 -0.06400 -2.90074  0.41
O 3.44719 -0.86498 -2.02722  -0.30

**Orbital gap (alpha / beta)**: 0.1980 / 0.1979 hartree
**Multiplicity**: 1
**Charge**: +1
**M**: 562.73 g/mol

=====

Record 4
ORCA calculation (wB97M-V/def2-TZVPD) on a structure of composition C19H14BrMnN2O7S at a distorted geometry.

Each line ends with the Löwdin spin population.
Element x y z (Å)
Mn -1.27076 0.64744 -0.73480  3.76
Br -1.41438 -0.17195 6.65208  0.00
C -1.39731 -0.43032 4.78207  0.00
C -0.89848 -1.61611 4.26491  0.00
C -0.88068 -1.80287 2.89423  0.00
C -1.36554 -0.81416 2.04761  0.00
C -1.83820 0.37719 2.57802  0.00
C -1.86331 0.57087 3.94840  0.00
N -1.39778 -0.94302 0.62645  0.00
C -1.38566 -2.05834 0.04844  0.01
C -1.50758 -2.11449 -1.42755  0.01
C -1.40596 -3.27645 -2.15188  0.00
C -1.60681 -3.21505 -3.52820  0.00
C -1.92064 -2.00459 -4.10832  0.00
C -1.98697 -0.87221 -3.30204  0.01
N -1.76596 -0.93981 -1.99703  0.06
H -0.51618 -2.38065 4.92605  0.00
H -0.44685 -2.71382 2.49989  0.00
H -2.19925 1.15000 1.91111  0.00
H -2.23825 1.49599 4.36204  0.00
H -1.35923 -2.98696 0.61633  0.00
H -1.17456 -4.20696 -1.64896  0.00
H -1.52633 -4.10769 -4.13410  0.00
H -2.11363 -1.92544 -5.16877  0.00
H -2.22719 0.11048 -3.69313  0.00
O -2.67539 3.81803 -1.04536  0.00
S -2.66028 2.51447 -1.61964  0.02
O -3.51620 2.25499 -2.74337  0.00
O -2.91345 1.42969 -0.50906  0.02
O -1.21982 2.04335 -1.95192  0.01
O 3.12216 0.13355 -2.05328  0.00
C 3.48762 0.91024 -1.00193  0.00
C 4.82503 1.24734 -0.80073  0.00
C 5.20112 2.04449 0.26500  0.00
C 4.24589 2.53147 1.14783  0.00
C 2.92041 2.19749 0.94688  0.00
C 2.52050 1.38435 -0.11271  0.00
C 1.07431 1.06619 -0.20627  0.01
O 0.25206 1.65141 0.53143  0.06
O 0.63668 0.17210 -1.02542  0.00
H 3.90803 -0.05748 -2.57894  0.00
H 5.57147 0.87582 -1.49572  0.00
H 6.24726 2.28571 0.40580  0.00
H 4.53411 3.16406 1.97648  0.00
H 2.14594 2.56169 1.60806  0.00

**Orbital gap (alpha / beta)**: 0.2729 / 0.2687 hartree
**Multiplicity**: 5
**Charge**: 0
**M**: 549.24 g/mol
**<S²>**: 6.045

=====

Record 5
ORCA calculation (wB97M-V/def2-TZVPD) on the molecule C19H14ClN3O3S2 at a distorted geometry.

Each line ends with the Mulliken charge.
Element x y z (Å)
C -2.70747 -1.69569 -6.20818  -0.64
O -1.56233 -2.43474 -5.76662  -0.37
C -1.21334 -2.26928 -4.43904  0.30
C -0.05636 -2.85521 -3.91465  -0.53
C 0.28821 -2.75600 -2.57120  -0.28
C -0.53681 -2.01929 -1.77422  0.60
C -0.25419 -1.86416 -0.36625  0.51
N -0.30259 -0.62460 0.15827  -0.41
C 0.09945 -0.41319 1.38605  0.44
C -0.01411 0.92412 1.94917  -0.88
S 1.55466 1.72712 1.60299  1.45
O 2.68987 1.04404 2.22978  -0.66
O 1.68658 1.88179 0.15749  -0.69
C 1.23487 3.39065 2.30211  -0.04
C 0.94242 4.47445 1.43308  -0.39
C 0.61055 5.73876 1.94249  -0.53
C 0.59849 5.94337 3.32321  -0.39
C 0.81090 4.89509 4.19721  0.02
Cl 0.64352 5.10414 5.88187  -0.21
C 1.16992 3.63276 3.69145  -0.32
N 0.57822 -1.36694 2.14448  -0.56
C 0.54411 -2.61453 1.69481  0.10
C 0.96176 -3.79091 2.43451  -0.71
C 0.73348 -4.96413 1.74154  -0.26
S 0.09682 -4.65260 0.15054  -0.12
C 0.07470 -2.92924 0.44249  -0.04
C -1.64496 -1.39516 -2.36603  -0.54
N -2.01079 -1.56102 -3.65063  -0.48
H -3.64055 -2.03008 -5.78284  0.30
H -2.78887 -1.81119 -7.33394  0.22
H -2.63230 -0.64448 -5.94475  0.32
H 0.62564 -3.40493 -4.55126  0.40
H 1.24489 -3.16528 -2.23712  0.54
H -0.20264 0.89137 3.01248  0.51
H -0.82548 1.42684 1.44931  0.40
H 1.02131 4.41137 0.35472  0.42
H 0.37560 6.57605 1.29636  0.38
H 0.36079 6.88512 3.71838  0.46
H 1.41664 2.82566 4.37758  0.42
H 1.37251 -3.76693 3.43166  0.42
H 0.92140 -5.96948 2.14173  0.43
H -2.26450 -0.77364 -1.73903  0.42

**Orbital gap**: 0.3209 hartree
**Multiplicity**: 1
**Charge**: 0
**SMILES**: COc1ccc(-c2nc(CS(=O)(=O)c3cccc(Cl)c3)nc3ccsc23)cn1
**M**: 431.93 g/mol
**Relative energy (zero: lowest compared OMol25 entry of this formula, charge and spin)**: 0.0 kJ/mol

=====

Record 6
ORCA calculation (wB97M-V/def2-TZVPD) on a structure of composition C19H14N8S4SbSeTc.

Each line ends with the Löwdin spin population.
Element x y z (Å)
Tc 0.50656 2.70277 0.79012  2.42
N -2.34196 -5.24264 -5.27806  0.00
C -1.99945 -4.34947 -4.64079  0.00
C -1.57191 -3.22927 -3.84340  0.00
C -1.63464 -3.30166 -2.45400  0.00
C -1.22425 -2.22196 -1.69244  0.00
C -0.75346 -1.06452 -2.30460  0.00
C -0.69313 -1.00001 -3.69288  0.00
C -1.09718 -2.07593 -4.46327  0.00
C -0.31812 0.09453 -1.47216  0.00
C -1.19827 1.19316 -1.43336  0.00
C -2.39418 1.32102 -2.16791  0.02
C -2.93173 2.55757 -1.85445  0.00
C -2.06138 3.13525 -0.92404  0.02
N -1.02153 2.33194 -0.66103  0.02
C 0.89326 -0.02613 -0.83529  0.00
C 1.80126 -1.13152 -0.92723  0.02
C 2.90131 -0.81106 -0.18663  0.00
C 2.65590 0.48479 0.34271  0.02
N 1.48008 0.95942 -0.03566  0.00
H -2.00397 -4.20130 -1.98066  0.00
H -1.26680 -2.26697 -0.61187  0.00
H -0.32403 -0.09896 -4.16518  0.00
H -1.04699 -2.03053 -5.54273  0.00
H -2.80091 0.58359 -2.84091  0.00
H -3.84176 2.99674 -2.22901  0.00
H -2.16305 4.07890 -0.41419  0.00
H 1.62565 -2.03366 -1.49130  0.00
H 3.78630 -1.39328 0.00904  0.00
H 3.30298 1.05430 0.98983  0.00
S -0.72324 4.35740 1.83957  0.17
Sb 0.20941 6.19473 0.46877  0.06
S 1.88248 4.24399 -0.34329  0.02
S 2.57968 3.57614 1.46188  0.08
S 1.45744 7.40349 1.87335  0.05
N -1.01613 -2.20916 5.04304  0.00
C -0.36464 -1.32307 4.25086  0.01
N 0.85661 -1.62264 3.81771  0.00
N -1.03872 -0.23066 3.92711  0.02
C -0.56773 0.56140 3.01240  0.04
N -0.21535 1.30796 2.20359  0.01
H -0.48749 -2.86779 5.58577  0.00
H -1.89382 -1.89355 5.41742  0.00
H 1.31104 -2.44989 4.16817  0.00
H 1.51076 -0.85559 3.58144  0.00
Se 3.21188 0.68928 4.02036  0.00
C 4.20983 -0.54724 3.13276  0.00
N 4.81339 -1.34992 2.55044  0.00

**Orbital gap (alpha / beta)**: 0.2289 / 0.2178 hartree
**Multiplicity**: 4
**Charge**: -1
**M**: 781.37 g/mol
**<S²>**: 3.788

=====

> Among the records above, which one has the highest M?

C19H13Cl5INO7Re